1.
6
Properties=species:S:1:pos:R:3:nbo_charge:R:1 method="wB97M-V/def2-TZVPD" de_lowest_kcal_mol=13.1 gap_ev=13.12 homo_energy_ha=-0.4622
N -1.60 1.95 -1.19 -0.21
C -0.72 1.30 -0.92 0.16
C 0.41 0.60 -0.47 0.49
F 1.18 -0.01 -1.43 -0.32
F 1.22 1.28 0.36 -0.29
H -0.12 -0.42 -0.05 0.17

2.
79
Properties=species:S:1:pos:R:3:mulliken_charge:R:1 method="wB97M-V/def2-TZVPD" total_charge=+1 gap_ev=5.50 homo_energy_ha=-0.3766
C -7.31 -5.20 -0.47 -1.45
C -6.00 -5.86 -0.18 0.21
I -6.01 -7.94 -0.61 0.12
C -4.91 -5.24 0.27 -0.97
I -5.05 -3.15 0.55 0.22
C -3.66 -5.97 0.55 0.79
C -3.72 -6.99 1.42 -0.73
N -2.67 -7.73 1.70 0.07
C -1.49 -7.54 1.10 -0.73
C -1.37 -6.54 0.23 -0.02
C -2.43 -5.72 -0.04 0.88
C -2.21 -4.58 -1.02 -0.31
O -2.34 -4.74 -2.21 -0.51
O -1.86 -3.40 -0.43 -0.07
C -0.47 -3.41 0.01 -0.64
C -0.28 -3.32 1.52 -1.06
C 0.07 -1.94 2.07 0.99
F 1.01 -1.39 1.27 -0.27
F 0.64 -2.13 3.26 -0.33
C -1.16 -0.99 2.29 0.36
F -1.40 -0.95 3.60 -0.32
F -2.24 -1.53 1.73 -0.21
C -0.96 0.49 1.85 0.44
F -1.89 1.21 2.48 -0.31
F 0.23 0.91 2.28 -0.11
C -1.22 0.68 0.32 0.59
F -2.53 0.73 0.17 -0.29
F -0.82 -0.38 -0.38 -0.28
S -0.46 2.25 -0.46 1.52
F -1.88 2.74 -0.91 -0.33
F -0.34 1.49 -1.84 -0.31
F 0.99 1.77 -0.10 -0.26
F -0.61 3.04 0.88 -0.32
F 0.15 3.52 -1.13 -0.29
H -7.59 -4.52 0.31 0.45
H -8.08 -5.97 -0.52 0.44
H -7.26 -4.74 -1.46 0.35
H -4.65 -7.19 1.93 0.67
H -2.74 -8.48 2.38 0.29
H -0.66 -8.18 1.32 0.43
H -0.43 -6.37 -0.27 0.55
H -0.03 -4.35 -0.30 0.45
H 0.06 -2.64 -0.54 0.44
H 0.60 -3.92 1.76 0.50
H -1.09 -3.77 2.08 0.36
C 0.63 5.99 -4.99 -1.33
C 1.67 5.61 -6.04 0.36
C 1.73 4.10 -6.33 -0.71
O 2.40 3.34 -5.34 -0.45
C 1.61 3.00 -4.22 -0.64
N 2.97 6.15 -5.64 -0.72
H 0.96 5.76 -3.98 0.23
H 0.43 7.06 -5.02 0.37
H -0.32 5.47 -5.16 0.34
H 1.38 6.10 -6.97 0.39
H 2.31 3.96 -7.25 0.36
H 0.73 3.69 -6.53 0.39
H 0.57 2.82 -4.49 0.33
H 1.67 3.78 -3.45 0.21
H 2.02 2.08 -3.79 0.30
H 3.64 6.00 -6.39 0.27
H 3.32 5.57 -4.88 0.31
C 3.06 4.19 4.82 -1.34
C 4.55 4.09 4.48 0.36
C 4.82 3.82 2.99 -0.71
O 4.60 2.48 2.58 -0.46
C 3.25 2.16 2.30 -0.58
N 5.17 3.08 5.34 -0.73
H 2.58 3.21 4.86 0.24
H 2.94 4.65 5.80 0.35
H 2.53 4.81 4.09 0.34
H 5.00 5.06 4.71 0.40
H 5.88 4.00 2.80 0.36
H 4.26 4.51 2.35 0.37
H 2.71 3.00 1.86 0.29
H 2.73 1.82 3.21 0.19
H 3.24 1.33 1.59 0.34
H 6.17 3.09 5.20 0.27
H 4.88 2.17 5.01 0.31

3.
62
Properties=species:S:1:pos:R:3:nbo_charge:R:1 method="wB97M-V/def2-TZVPD" de_lowest_kcal_mol=54.2 total_charge=-2 gap_ev=5.10 homo_energy_ha=-0.0590
Zr -0.63 -2.06 0.24 1.42
Br -2.24 1.54 3.45 0.05
C -0.53 0.72 3.47 -0.18
C 0.36 1.01 4.51 -0.23
C 1.59 0.44 4.54 -0.08
Br 2.76 0.86 5.98 0.02
C 2.00 -0.47 3.53 -0.14
C 3.24 -1.14 3.48 -0.14
C 3.50 -2.02 2.47 -0.18
C 2.51 -2.26 1.50 0.10
N 1.34 -1.65 1.52 -0.52
C 1.08 -0.76 2.50 0.18
C -0.22 -0.16 2.45 0.37
O -1.04 -0.48 1.48 -0.81
H 0.06 1.71 5.28 0.23
H 3.99 -0.94 4.24 0.22
H 4.44 -2.53 2.38 0.23
H 2.71 -2.92 0.66 0.27
C 0.94 4.84 -0.98 -0.60
C -0.04 4.03 -0.11 -0.08
C 0.78 3.33 0.99 -0.62
C -1.04 4.98 0.56 -0.59
C -0.80 3.03 -0.97 -0.02
C -1.47 3.48 -2.13 -0.16
C -2.13 2.60 -2.97 -0.23
C -2.13 1.25 -2.64 -0.22
S -2.73 -0.10 -3.56 0.39
C -2.13 -1.18 -2.33 0.17
N -1.59 -0.58 -1.31 -0.53
C -1.53 0.80 -1.48 0.11
C -0.85 1.69 -0.65 -0.13
C -2.10 -2.62 -2.50 -0.19
C -2.58 -3.20 -3.68 -0.16
C -2.42 -4.56 -3.89 -0.26
C -1.76 -5.31 -2.93 -0.21
C -1.28 -4.72 -1.77 -0.18
C -1.45 -3.36 -1.49 -0.36
H 1.52 5.52 -0.35 0.20
H 0.42 5.44 -1.72 0.19
H 1.63 4.17 -1.49 0.25
H 1.35 4.08 1.55 0.20
H 1.49 2.62 0.55 0.25
H 0.14 2.80 1.69 0.20
H -0.53 5.69 1.21 0.20
H -1.75 4.41 1.17 0.21
H -1.61 5.54 -0.18 0.20
H -1.43 4.52 -2.40 0.19
H -2.59 2.96 -3.88 0.21
H -0.33 1.30 0.21 0.23
H -3.02 -2.59 -4.45 0.20
H -2.77 -5.01 -4.81 0.20
H -1.59 -6.37 -3.10 0.20
H -0.73 -5.35 -1.07 0.19
Cl -2.61 -3.32 1.28 -0.42
Si -0.42 -4.49 1.73 0.98
Cl -0.29 -3.48 3.60 -0.45
Cl -1.23 -6.27 2.48 -0.44
Se 3.06 -1.42 -4.87 -0.79
Sb 3.31 -1.02 -2.49 1.14
Se 1.13 -1.94 -1.38 -0.54
Se 3.29 1.32 -1.80 -0.86
Se 4.97 -2.39 -1.34 -0.86

4.
20
Properties=species:S:1:pos:R:3:nbo_charge:R:1 method="wB97M-V/def2-TZVPD" de_lowest_kcal_mol=33.1 gap_ev=9.90 homo_energy_ha=-0.3529
C -1.87 -2.36 -0.50 -0.43
N -0.75 -1.59 0.02 -0.66
C -0.89 -1.04 1.36 0.09
O -1.03 -2.00 2.41 -0.73
H -2.82 -1.98 -0.10 0.20
H -1.96 -2.16 -1.57 0.20
H -1.83 -3.44 -0.33 0.18
H 0.09 -2.14 -0.12 0.35
H -1.85 -0.54 1.29 0.17
H -0.05 -0.38 1.52 0.16
H -0.97 -2.89 1.99 0.47
O -1.35 2.53 0.00 -0.93
H -0.63 2.03 -0.39 0.46
H -0.94 3.37 0.17 0.46
O 4.70 3.07 -0.46 -0.95
H 4.53 3.84 -0.95 0.47
H 4.33 2.29 -0.85 0.48
O 1.13 1.06 -1.55 -0.93
H 0.89 0.45 -0.85 0.48
H 1.27 1.89 -1.09 0.46

5.
65
Properties=species:S:1:pos:R:3:nbo_charge:R:1 method="wB97M-V/def2-TZVPD" de_lowest_kcal_mol=0.0 total_charge=-1 gap_ev="5.84 / 7.02" spin_multiplicity=3 s2=2.014 homo_energy_ha="-0.1258 / -0.1806"
Ti -0.95 0.03 0.36 1.70
C 3.78 1.70 -1.90 -0.61
C 3.68 1.64 -0.38 -0.24
C 4.12 0.26 0.12 -0.60
C 2.30 2.00 0.15 -0.02
C 1.20 2.18 -0.65 -0.14
C -0.05 2.54 -0.12 -0.30
C -0.20 2.74 1.25 -0.01
C -1.45 3.36 1.81 -0.64
C 0.92 2.52 2.07 -0.20
C 2.13 2.17 1.53 -0.19
H 4.82 1.53 -2.21 0.21
H 3.46 2.66 -2.30 0.21
H 3.18 0.91 -2.37 0.22
H 4.37 2.38 0.04 0.19
H 3.44 -0.51 -0.24 0.23
H 4.14 0.21 1.21 0.20
H 5.13 0.02 -0.24 0.20
H 1.27 2.04 -1.72 0.22
H -0.87 2.77 -0.78 0.24
H -1.37 4.45 1.76 0.21
H -1.59 3.09 2.86 0.21
H -2.34 3.04 1.26 0.26
H 0.81 2.65 3.14 0.21
H 2.98 2.01 2.20 0.21
O 2.51 -2.88 -2.64 -0.71
C 1.74 -2.29 -3.56 0.43
C 1.93 -2.64 -4.90 -0.31
C 1.18 -2.05 -5.89 -0.19
C 0.21 -1.09 -5.58 -0.27
C 0.02 -0.75 -4.25 -0.15
C 0.76 -1.34 -3.24 -0.23
C 0.48 -0.94 -1.83 0.58
O -0.51 -0.15 -1.59 -0.76
N 1.26 -1.42 -0.90 -0.47
N 0.78 -1.01 0.35 -0.47
C 1.27 -1.45 1.51 -0.02
C 0.52 -1.10 2.66 0.13
C 0.76 -1.60 3.96 -0.23
C -0.11 -1.31 4.97 -0.18
C -1.25 -0.52 4.71 -0.32
C -1.43 -0.05 3.44 0.07
N -0.57 -0.30 2.44 -0.58
H 2.26 -2.49 -1.76 0.51
H 2.69 -3.39 -5.13 0.21
H 1.35 -2.33 -6.93 0.20
H -0.38 -0.62 -6.36 0.21
H -0.73 -0.03 -3.96 0.23
H 2.14 -2.10 1.55 0.19
H 1.63 -2.22 4.13 0.21
H 0.07 -1.71 5.96 0.21
H -1.98 -0.30 5.48 0.22
H -2.29 0.56 3.18 0.21
Br -7.07 -3.18 0.87 0.06
C -5.73 -1.86 0.71 -0.16
C -6.06 -0.51 0.75 -0.16
Br -7.85 0.06 0.95 0.06
C -5.04 0.45 0.64 -0.19
Br -5.37 2.31 0.69 0.05
C -3.72 0.08 0.48 0.29
O -2.69 0.94 0.38 -0.82
C -3.37 -1.30 0.45 0.25
O -2.10 -1.59 0.32 -0.75
C -4.39 -2.25 0.57 -0.18
Br -3.83 -4.04 0.52 0.07

6.
33
Properties=species:S:1:pos:R:3:nbo_charge:R:1 method="wB97M-V/def2-TZVPD" de_lowest_kcal_mol=54.2 gap_ev=9.69 homo_energy_ha=-0.3535
C 3.66 -2.70 -1.44 -0.71
C 2.21 -2.96 -1.07 0.80
O 1.64 -3.98 -1.50 -0.60
O 1.63 -2.15 -0.16 -0.50
C 0.20 -2.14 -0.07 0.20
C -0.33 -3.08 1.01 -0.13
C -1.12 -2.37 1.85 -0.26
C -1.07 -0.97 1.45 0.63
O -1.78 -0.11 1.99 -0.57
N -0.21 -0.87 0.41 -0.67
S -0.40 0.45 -0.67 2.26
O -1.77 0.43 -1.15 -0.91
O 0.56 0.31 -1.78 -0.91
C -0.07 1.92 0.35 -0.37
C -1.15 2.72 0.77 -0.07
C -0.96 3.94 1.44 -0.24
C 0.36 4.35 1.70 0.04
C 0.62 5.57 2.50 -0.64
C 1.47 3.60 1.21 -0.24
C 1.28 2.42 0.51 -0.14
H 3.75 -1.81 -2.07 0.25
H 4.08 -3.57 -1.98 0.25
H 4.27 -2.53 -0.57 0.24
H -0.23 -2.31 -1.09 0.24
H -0.17 -4.13 1.03 0.24
H -1.65 -2.72 2.71 0.24
H -2.15 2.34 0.66 0.24
H -1.84 4.47 1.77 0.22
H 1.02 5.26 3.44 0.23
H 1.35 6.24 2.01 0.23
H -0.28 6.13 2.73 0.22
H 2.47 3.90 1.40 0.22
H 2.09 1.83 0.07 0.24